(1)
C31H43As2I2NRuS3SeSi2 | ωB97M-V/def2-TZVPD

The value obtained for the energy above the lowest of the compared OMol25 structures with the same formula, charge and spin is 3.132 eV. The charge is +1. The spin multiplicity is 2. As for the calculated total energy: -10598.4558 hartree. The HOMO-LUMO gap (spin up / spin down) is 4.28 / 4.27 eV.

XYZ file:
```
86
Properties=species:S:1:pos:R:3:mulliken_charge:R:1
Ru -0.892 -0.208 0.349 1.139
C -3.098 -2.064 2.605 -0.940
C -1.842 -1.786 3.411 -0.902
S -0.713 -0.498 2.721 0.016
C 0.908 -1.326 2.866 -0.384
C 1.095 -2.533 1.970 -1.050
S 0.440 -2.261 0.274 -0.397
C -0.572 -3.760 0.010 -0.539
C -1.783 -3.934 0.900 -1.051
S -2.864 -2.460 0.837 0.088
H -3.761 -1.192 2.588 0.333
H -3.625 -2.907 3.052 0.576
H -1.259 -2.695 3.554 0.495
H -2.136 -1.404 4.390 0.631
H 1.037 -1.587 3.918 0.584
H 1.623 -0.532 2.616 -0.349
H 0.610 -3.422 2.374 0.782
H 2.165 -2.728 1.852 0.610
H 0.106 -4.608 0.105 0.516
H -0.882 -3.671 -1.034 0.010
H -1.521 -4.118 1.940 0.397
H -2.376 -4.772 0.532 0.563
I -0.878 -0.023 -2.273 -0.467
I -0.642 -3.063 -3.841 -0.128
C 7.225 -0.868 1.142 -0.532
C 6.337 -0.084 1.861 -0.727
C 5.021 0.030 1.449 -0.119
C 4.588 -0.626 0.303 0.655
C 5.474 -1.428 -0.402 -0.289
C 6.789 -1.546 0.016 -0.790
As 2.758 -0.284 -0.311 1.268
C 2.792 -1.290 -1.970 0.006
C 2.653 -2.655 -2.127 -0.163
C 2.689 -3.217 -3.397 -1.215
C 2.867 -2.404 -4.512 -0.762
C 3.018 -1.039 -4.366 -0.452
C 2.986 -0.463 -3.097 0.302
C 3.183 0.945 -2.787 0.419
C 3.407 1.967 -3.708 -0.714
C 3.636 3.257 -3.268 -0.847
C 3.649 3.550 -1.911 -0.877
C 3.404 2.548 -0.983 -0.361
C 3.167 1.257 -1.414 -0.126
H 8.258 -0.941 1.452 0.385
H 6.671 0.449 2.739 0.430
H 4.329 0.647 2.012 0.367
H 5.142 -1.954 -1.290 0.354
H 7.471 -2.160 -0.555 0.423
H 2.522 -3.296 -1.260 0.583
H 2.579 -4.286 -3.517 0.457
H 2.885 -2.857 -5.493 0.412
H 3.156 -0.420 -5.239 0.419
H 3.407 1.752 -4.766 0.419
H 3.806 4.042 -3.988 0.418
H 3.834 4.559 -1.578 0.444
H 3.408 2.773 0.077 0.530
C -5.152 2.676 -1.636 -1.070
Si -4.929 0.846 -1.118 0.401
C -4.622 -0.308 -2.604 -1.014
C -6.409 0.219 -0.071 -1.041
As -3.055 0.845 0.502 0.222
Si -3.191 2.875 1.837 0.502
C -5.006 2.935 2.438 -1.132
C -2.061 2.650 3.362 -0.799
C -2.721 4.411 0.802 -0.893
H -5.926 2.779 -2.389 0.433
H -4.231 3.072 -2.056 0.333
H -5.431 3.293 -0.788 0.266
H -5.558 -0.538 -3.104 0.392
H -4.171 -1.250 -2.304 0.258
H -3.965 0.153 -3.337 0.299
H -7.356 0.402 -0.568 0.405
H -6.440 0.717 0.895 0.303
H -6.335 -0.850 0.104 0.320
H -5.282 2.007 2.929 0.312
H -5.688 3.090 1.611 0.274
H -5.151 3.742 3.146 0.405
H -2.420 1.855 4.012 0.249
H -2.021 3.563 3.948 0.410
H -1.039 2.412 3.073 0.089
H -3.393 4.545 -0.040 0.292
H -1.711 4.319 0.409 0.223
H -2.754 5.309 1.411 0.377
Se 0.290 2.302 0.385 -0.159
C 1.368 1.912 1.740 0.113
N 2.107 1.611 2.580 -0.620
```

(2)
C17H36BrF2I2OPTa | ωB97M-V/def2-TZVPD

The charge is -1. The spin multiplicity is 1. As for the calculated total energy: -4512.2153 hartree. The HOMO-LUMO gap is 6.59 eV.

XYZ file:
```
61
Properties=species:S:1:pos:R:3:mulliken_charge:R:1
C 1.052 2.202 0.858 -0.419
C 2.030 2.518 1.995 -0.761
C 3.324 3.209 1.572 -0.930
C 3.976 2.700 0.295 -0.990
C 4.144 1.185 0.229 -0.090
C 3.827 0.555 -1.137 -1.384
C 2.876 -0.631 -1.105 0.134
C 3.308 -1.723 -0.113 -1.192
C 2.301 -1.948 0.995 -0.308
C 1.059 -2.690 0.527 -0.327
C -0.172 -2.371 1.343 -0.269
C -1.425 -3.139 0.961 -0.865
C -1.763 -3.271 -0.521 -0.646
C -2.970 -2.425 -0.967 -1.544
Ta -2.406 -0.297 -1.443 1.618
F -2.112 0.110 0.483 -0.593
F -0.525 -0.721 -1.784 -0.522
C -4.533 0.507 -1.188 -1.406
I -6.080 -0.987 -1.384 0.003
C -4.673 1.320 0.073 0.058
C -4.876 0.542 1.364 -0.920
I -6.275 2.801 -0.150 -0.052
P -1.897 2.259 -2.001 0.072
O -3.046 2.810 -3.058 -0.470
Br -0.007 2.201 -3.248 -0.347
H 1.021 1.144 0.644 -0.291
H 1.297 2.739 -0.048 0.286
H 0.046 2.494 1.127 0.468
H 2.243 1.625 2.569 0.412
H 1.529 3.186 2.686 0.418
H 4.044 3.116 2.381 0.330
H 3.123 4.270 1.464 0.374
H 4.957 3.158 0.243 0.410
H 3.432 3.060 -0.569 0.428
H 3.565 0.693 1.001 0.016
H 5.182 0.962 0.446 0.529
H 4.751 0.265 -1.624 0.332
H 3.377 1.317 -1.766 0.521
H 1.877 -0.274 -0.885 -0.182
H 2.856 -1.046 -2.104 0.446
H 4.254 -1.431 0.328 0.499
H 3.463 -2.658 -0.640 0.418
H 2.756 -2.514 1.805 0.491
H 2.013 -0.985 1.408 -0.006
H 1.277 -3.754 0.574 0.214
H 0.880 -2.424 -0.510 0.175
H 0.054 -2.639 2.375 0.394
H -0.332 -1.298 1.335 -0.091
H -1.372 -4.124 1.412 0.450
H -2.266 -2.643 1.436 0.350
H -2.032 -4.305 -0.713 0.390
H -0.899 -3.069 -1.143 0.402
H -3.374 -2.884 -1.862 0.571
H -3.722 -2.480 -0.189 0.436
H -2.757 -0.554 -3.223 -0.190
H -4.723 1.154 -2.031 0.749
H -3.797 1.942 0.165 0.251
H -4.159 0.888 2.098 0.242
H -4.681 -0.508 1.208 0.143
H -5.860 0.688 1.779 0.434
H -3.159 2.172 -3.774 0.330
```

(3)
C5H15NO2 | ωB97M-V/def2-TZVPD

The value obtained for the energy above the lowest of the compared OMol25 structures with the same formula, charge and spin is 2.067 eV. The charge is 0. The spin multiplicity is 1. As for the calculated total energy: -404.6791 hartree. The HOMO-LUMO gap is 9.59 eV.

XYZ file:
```
23
Properties=species:S:1:pos:R:3:mulliken_charge:R:1
C -2.163 -1.052 1.319 -1.351
C -0.955 -0.252 0.605 -0.332
N -0.519 -1.031 -0.661 -0.148
C -1.585 -0.961 -1.734 -1.081
C 0.694 -0.435 -1.398 -0.593
C 1.894 -0.467 -0.449 -0.633
O 2.093 0.708 0.260 -0.522
H -1.925 -2.102 1.235 0.366
H -3.178 -0.894 0.906 0.296
H -2.171 -0.694 2.368 0.397
H -0.122 -0.273 1.279 0.501
H -1.317 0.760 0.334 0.261
H -2.302 -1.687 -1.469 0.372
H -2.089 -0.021 -1.931 0.366
H -1.114 -1.313 -2.743 0.324
H 0.923 -1.097 -2.175 0.527
H 0.484 0.524 -1.868 0.352
H 2.846 -0.513 -1.055 0.332
H 1.888 -1.361 0.214 0.283
H 1.311 0.979 0.778 0.315
O 0.623 2.738 1.726 -0.643
H 1.382 2.928 1.199 0.308
H -0.022 3.412 1.610 0.303
```

(4)
C4H8N2O2 | ωB97M-V/def2-TZVPD

The value obtained for the energy above the lowest of the compared OMol25 structures with the same formula, charge and spin is 4.529 eV. The charge is 0. The spin multiplicity is 1. As for the calculated total energy: -417.0895 hartree. The HOMO-LUMO gap is 9.59 eV.

XYZ file:
```
16
Properties=species:S:1:pos:R:3:mulliken_charge:R:1
C 1.966 0.343 -0.065 -0.822
C 1.251 1.404 0.870 0.515
O 1.830 2.244 1.553 -0.523
N -0.192 1.077 1.081 -0.187
C -0.906 0.506 0.012 0.606
O -2.183 0.764 -0.270 -0.631
C -0.833 -0.889 -0.419 -0.690
N -1.856 -1.434 -1.175 -0.585
H 1.254 -0.510 0.198 0.171
H 3.101 0.228 0.315 0.266
H 2.059 0.523 -1.024 0.366
H -0.698 1.912 1.257 0.303
H 0.229 -1.195 -0.979 0.263
H -0.624 -1.502 0.436 0.424
H -2.735 -1.094 -0.514 0.282
H -1.660 -2.378 -1.275 0.243
```